{"formula": "C3H9N2O", "method": "the ωB97M-V functional and the def2-TZVPD basis", "total_charge": 1, "de_lowest_kj_mol": 708.1, "homo_ev": [-13.1, -12.6], "symbols": ["C", "C", "C", "N", "N", "O", "H", "H", "H", "H", "H", "H", "H", "H", "H"], "coordinates": [[0.312, 0.963, -0.049], [-2.478, 0.319, 0.090], [1.506, 0.191, -0.560], [-1.213, -0.239, -0.096], [1.789, -0.850, 0.504], [-0.829, -1.366, 0.153], [0.071, 1.935, -0.573], [-2.285, 1.103, 0.978], [-3.169, -0.406, 0.535], [-2.810, 0.821, -0.751], [2.345, 0.760, -0.716], [1.300, -0.340, -1.546], [1.238, -1.634, 0.243], [1.401, -0.386, 1.371], [2.822, -0.872, 0.418]], "mulliken_charge": [-0.5650, -0.7961, -0.4642, 0.4667, -0.2547, -0.4729, 0.2710, 0.3059, 0.3693, 0.3299, 0.4390, 0.3049, 0.3218, 0.3852, 0.3592]}


{"formula": "C3H9N2O", "method": "the ωB97M-V functional and the def2-TZVPD basis", "total_charge": 1, "de_lowest_kj_mol": 188.9, "homo_ev": -13.0, "symbols": ["O", "C", "H", "H", "C", "C", "N", "N", "H", "H", "H", "H", "H", "H", "H"], "coordinates": [[2.119, 0.720, 1.189], [2.676, -0.353, 1.144], [3.559, -0.548, 1.765], [2.320, -1.151, 0.476], [-1.042, -0.034, 0.080], [-1.411, -0.272, -1.183], [-1.934, -1.420, -1.672], [-0.491, 1.299, 0.410], [-1.082, -0.673, 0.947], [-1.436, 0.551, -1.892], [-1.999, -1.537, -2.669], [-1.852, -2.278, -1.151], [0.503, 1.228, 0.716], [-1.003, 1.721, 1.187], [-0.543, 1.934, -0.385]], "mulliken_charge": [-0.5447, -0.0364, 0.2796, 0.2258, -0.3323, -0.1169, -0.4145, -0.1963, 0.3850, 0.2383, 0.2401, 0.2223, 0.3026, 0.3849, 0.3625]}


{"formula": "C3H9N2O", "method": "the ωB97M-V functional and the def2-TZVPD basis", "total_charge": 1, "de_lowest_kj_mol": 390.2, "smiles": "C[N+](C)(N)C=O", "homo_ev": -15.4, "symbols": ["C", "C", "C", "N", "N", "O", "H", "H", "H", "H", "H", "H", "H", "H", "H"], "coordinates": [[-0.027, 1.227, 0.970], [-0.515, -1.204, 0.626], [-0.609, 0.321, -1.307], [1.415, -0.048, -0.162], [0.009, -0.002, 0.054], [-0.167, 2.237, 0.378], [0.262, 0.938, 2.027], [-0.359, -2.158, 0.124], [-0.109, -1.424, 1.695], [-1.538, -1.095, 0.902], [0.053, -0.145, -2.006], [-1.502, -0.228, -1.379], [-0.528, 1.367, -1.430], [1.657, 0.025, -1.144], [1.958, 0.188, 0.651]], "mulliken_charge": [0.2414, -0.8578, -0.8531, -0.5909, 0.3367, -0.3526, 0.3870, 0.3594, 0.3004, 0.4553, 0.4077, 0.3380, 0.3738, 0.2068, 0.2479]}


{"formula": "C3H9N2O", "method": "the ωB97M-V functional and the def2-TZVPD basis", "total_charge": 1, "de_lowest_kj_mol": 48.2, "smiles": "NC(=O)CC[NH3+]", "homo_ev": -14.4, "symbols": ["C", "C", "C", "N", "O", "N", "H", "H", "H", "H", "H", "H", "H", "H", "H"], "coordinates": [[0.202, -1.261, -0.149], [0.817, 0.117, -0.144], [-0.297, 1.224, -0.300], [-0.066, 2.172, -1.211], [-1.330, 0.958, 0.294], [-0.494, -1.481, 1.220], [0.894, -2.091, -0.234], [-0.657, -1.254, -0.853], [1.499, 0.315, 0.690], [1.399, 0.262, -1.082], [-0.794, 2.866, -1.333], [0.871, 2.527, -1.331], [-0.773, -0.508, 1.438], [0.139, -1.924, 1.879], [-1.410, -1.923, 1.117]], "mulliken_charge": [-0.5621, -0.7898, 0.6946, -0.3948, -0.6492, -0.3097, 0.3662, 0.3735, 0.3625, 0.3428, 0.2918, 0.2502, 0.3540, 0.3312, 0.3388]}


{"formula": "C3H9N2O", "method": "the ωB97M-V functional and the def2-TZVPD basis", "total_charge": 1, "de_lowest_kj_mol": 324.4, "homo_ev": -13.3, "symbols": ["C", "C", "C", "N", "N", "O", "H", "H", "H", "H", "H", "H", "H", "H", "H"], "coordinates": [[-1.655, 0.504, -0.659], [0.985, 1.156, 0.187], [0.204, -0.084, -0.081], [0.503, -0.801, -1.184], [-0.146, -0.824, 1.257], [-2.589, -0.092, -0.228], [-1.466, 1.022, -1.545], [1.938, 0.974, 0.609], [0.515, 1.787, 0.823], [1.245, 1.777, -0.747], [-0.173, -1.391, -1.724], [1.493, -0.981, -1.465], [-1.145, -1.125, 1.346], [-0.116, -0.188, 2.043], [0.408, -1.735, 1.368]], "mulliken_charge": [0.0715, -1.5647, 0.3547, -0.4568, -0.3255, -0.3790, 0.4339, 0.4726, 0.5150, 0.3266, 0.2154, 0.2228, 0.3750, 0.3494, 0.3891]}


{"formula": "C3H9N2O", "method": "the ωB97M-V functional and the def2-TZVPD basis", "total_charge": 1, "multiplicity": 3, "de_lowest_kj_mol": 107.8, "homo_ev": [-12.4, -16.0], "symbols": ["C", "C", "C", "N", "N", "O", "H", "H", "H", "H", "H", "H", "H", "H", "H"], "coordinates": [[-0.011, -2.491, -0.680], [0.295, 3.306, -0.169], [-0.463, -1.465, 1.473], [-0.123, -1.407, 0.238], [0.556, 1.879, -0.076], [0.004, 1.107, -0.858], [-0.485, -2.172, -1.604], [1.022, -2.725, -1.097], [-0.471, -3.392, -0.328], [-0.422, 3.717, -0.841], [1.275, 3.614, -0.725], [0.069, 3.655, 0.940], [-0.649, -0.556, 2.052], [-0.475, -2.528, 1.935], [-0.121, -0.542, -0.259]], "mulliken_charge": [-0.8277, -0.5879, -0.0664, 0.1821, 0.0942, -0.4198, 0.3131, 0.3049, 0.3775, 0.3603, 0.2451, 0.2440, 0.2785, 0.2652, 0.2368]}


{"formula": "C3H9N2O2", "method": "the ωB97M-V functional and the def2-TZVPD basis", "total_charge": 1, "de_lowest_kj_mol": 224.4, "homo_ev": -15.1, "symbols": ["C", "C", "C", "N", "N", "O", "O", "H", "H", "H", "H", "H", "H", "H", "H", "H"], "coordinates": [[2.350, -0.016, 0.133], [-1.185, 0.191, 1.211], [-1.056, 0.383, -0.255], [3.127, 0.865, -0.046], [-0.851, -1.059, -0.813], [1.719, -1.001, 0.266], [0.132, 1.089, -0.590], [-1.787, -0.704, 1.321], [-0.269, 0.208, 1.712], [-1.663, 0.988, 1.866], [-1.826, 0.648, -0.914], [3.217, 1.763, 0.151], [0.287, 0.914, -1.523], [-1.206, -1.716, -0.154], [-1.147, -1.369, -1.751], [0.157, -1.183, -0.614]], "mulliken_charge": [0.7145, -1.1821, 0.1960, -0.3677, -0.3469, -0.6139, -0.4888, 0.4015, 0.2907, 0.3373, 0.4704, 0.2592, 0.3411, 0.3020, 0.3389, 0.3478]}


{"formula": "C3H9N2O2", "method": "the ωB97M-V functional and the def2-TZVPD basis", "total_charge": 1, "de_lowest_kj_mol": 242.7, "smiles": "NC(=O)[C@H]([NH3+])CO", "homo_ev": -14.5, "symbols": ["N", "C", "C", "O", "C", "N", "O", "H", "H", "H", "H", "H", "H", "H", "H", "H"], "coordinates": [[-0.647, -0.459, -1.373], [-0.099, 0.491, -0.311], [1.537, 0.110, -0.279], [1.504, -1.336, -0.297], [-0.972, 0.065, 0.903], [-0.904, 0.718, 2.124], [-1.790, -0.794, 0.658], [-0.423, -1.499, -1.322], [-1.748, -0.384, -1.358], [-0.297, -0.216, -2.386], [-0.249, 1.639, -0.556], [2.150, 0.484, -1.217], [1.789, 0.454, 0.815], [2.465, -1.577, -0.416], [-1.737, 0.624, 2.872], [-0.577, 1.680, 2.141]], "mulliken_charge": [-0.5204, -0.1439, -0.4616, -0.5204, 0.5224, -0.4894, -0.5709, 0.3933, 0.4187, 0.3601, 0.3863, 0.3971, 0.2993, 0.3436, 0.3251, 0.2607]}


{"formula": "C3H9N2OS", "method": "the ωB97M-V functional and the def2-TZVPD basis", "total_charge": 1, "de_lowest_kj_mol": 721.5, "homo_ev": [-13.1, -14.6], "symbols": ["C", "C", "C", "N", "N", "O", "S", "H", "H", "H", "H", "H", "H", "H", "H", "H"], "coordinates": [[-1.424, 1.248, -1.226], [-1.909, -0.118, 0.677], [2.438, -2.045, -0.574], [0.963, 1.418, 1.624], [-1.086, 0.636, -0.206], [1.365, 1.340, -0.797], [0.857, 0.644, 0.363], [-0.881, 2.039, -1.705], [-2.364, 1.097, -1.842], [-2.716, -0.740, 0.331], [-2.357, 0.539, 1.440], [-1.118, -0.757, 0.989], [1.804, -2.839, -0.351], [2.401, -1.639, -1.558], [3.048, -1.835, 0.281], [0.979, 1.011, 2.554]], "mulliken_charge": [-0.0978, -0.7106, -0.8474, -0.4077, -0.1376, -0.4813, 0.7020, 0.2751, 0.2599, 0.4091, 0.2924, 0.2784, 0.3597, 0.3933, 0.3975, 0.3151]}


{"formula": "C3H9N2Si", "method": "the ωB97M-V functional and the def2-TZVPD basis", "total_charge": 1, "de_lowest_kj_mol": 261.0, "smiles": "[SiH3][C@H]1N=CC[NH2+]1", "homo_ev": -14.6, "symbols": ["C", "C", "C", "N", "N", "Si", "H", "H", "H", "H", "H", "H", "H", "H", "H"], "coordinates": [[1.291, -1.066, 1.008], [0.875, 0.236, 1.608], [-0.485, -0.677, -0.210], [0.629, -1.481, 0.038], [-0.420, 0.484, 0.823], [-0.580, -0.192, -2.107], [2.282, -1.608, 1.313], [0.592, 0.124, 2.659], [1.575, 1.028, 1.348], [-1.343, -1.295, -0.050], [-1.411, 0.666, 1.229], [-0.322, 1.415, 0.450], [-1.821, 0.436, -2.281], [-0.363, -1.437, -2.596], [0.597, 0.819, -2.034]], "mulliken_charge": [-0.1203, -0.3298, -0.3439, -0.3568, -0.2380, 0.3842, 0.3393, 0.3231, 0.3001, 0.4266, 0.3960, 0.3626, -0.0607, -0.0466, -0.0359]}


{"formula": "C3H9N2Si", "method": "the ωB97M-V functional and the def2-TZVPD basis", "total_charge": 1, "de_lowest_kj_mol": 501.3, "homo_ev": -10.6, "symbols": ["C", "C", "C", "N", "N", "Si", "H", "H", "H", "H", "H", "H", "H", "H", "H"], "coordinates": [[0.144, 0.777, -0.504], [1.550, 0.597, -0.627], [0.488, -1.154, 0.359], [-0.478, -0.280, 0.046], [1.889, -0.597, 0.260], [-2.746, 0.053, 0.016], [-0.208, 1.777, -0.680], [1.845, 0.455, -1.639], [2.057, 1.502, -0.416], [0.304, -2.040, 1.016], [2.479, -1.419, 0.035], [2.159, -0.383, 1.254], [-2.962, -1.381, -0.423], [-2.385, 1.147, -0.694], [-3.050, 0.101, 1.383]], "mulliken_charge": [-0.2293, -0.5769, -0.6577, -0.0929, -0.1038, 0.6177, 0.3857, 0.2621, 0.3620, 0.3229, 0.3745, 0.3424, 0.0342, -0.0388, -0.0020]}


{"formula": "C3H9N3", "method": "the ωB97M-V functional and the def2-TZVPD basis", "total_charge": 0, "de_lowest_kj_mol": 247.7, "smiles": "[H]/N=C/N.C=CN", "homo_ev": -7.8, "symbols": ["C", "C", "N", "H", "H", "H", "H", "H", "N", "C", "N", "H", "H", "H", "H"], "coordinates": [[0.070, 2.021, 2.058], [-0.881, 1.268, 1.497], [-1.063, 0.960, 0.153], [0.878, 2.393, 1.438], [0.089, 2.232, 3.114], [-1.768, 1.018, 2.073], [-0.316, 1.210, -0.468], [-1.997, 1.079, -0.198], [1.086, -1.390, -0.581], [0.863, -1.890, -1.813], [-0.306, -1.922, -2.339], [2.031, -1.203, -0.249], [0.439, -0.814, -0.041], [1.737, -2.204, -2.394], [-0.862, -2.757, -2.248]], "mulliken_charge": [-0.7890, 0.1141, -0.4734, 0.2163, 0.2528, 0.2934, 0.1945, 0.1821, -0.3951, 0.0292, -0.6624, 0.2465, 0.2555, 0.3387, 0.1967]}


{"formula": "C3H9N3", "method": "the ωB97M-V functional and the def2-TZVPD basis", "total_charge": 0, "de_lowest_kj_mol": 411.8, "homo_ev": -7.8, "symbols": ["C", "C", "C", "N", "N", "N", "H", "H", "H", "H", "H", "H", "H", "H", "H"], "coordinates": [[0.827, -0.163, -0.553], [0.437, 0.437, -1.868], [0.996, 0.746, 1.196], [-2.158, -1.196, 0.943], [-0.119, -0.794, 0.217], [-1.343, -0.578, 0.010], [1.811, -0.607, -0.464], [-1.666, -1.671, 1.698], [-3.012, -0.673, 1.081], [-0.006, -0.333, -2.507], [1.300, 0.864, -2.375], [-0.335, 1.196, -1.733], [1.712, 0.128, 1.727], [1.440, 1.670, 0.842], [0.117, 0.975, 1.787]], "mulliken_charge": [0.1323, -1.0748, -0.9188, -0.4743, -0.0958, -0.2715, 0.3470, 0.2533, 0.2226, 0.3182, 0.3561, 0.2855, 0.3315, 0.3345, 0.2541]}


{"formula": "C3H9N3", "method": "the ωB97M-V functional and the def2-TZVPD basis", "total_charge": 0, "de_lowest_kj_mol": 256.2, "smiles": "CN(C)N.C#N", "homo_ev": -8.2, "symbols": ["C", "N", "N", "H", "H", "H", "H", "C", "C", "N", "H", "H", "H", "H", "H"], "coordinates": [[-0.827, 1.245, -0.225], [-0.205, -0.052, -0.077], [0.348, -0.559, -1.277], [-0.302, -0.466, -2.072], [-0.116, 1.934, -0.683], [-1.741, 1.217, -0.841], [-1.077, 1.623, 0.766], [-1.085, -1.032, 0.513], [2.597, -0.019, 1.111], [1.654, 0.390, 1.600], [-1.989, -1.222, -0.081], [-0.529, -1.959, 0.616], [-1.372, -0.673, 1.497], [3.462, -0.417, 0.647], [1.184, -0.011, -1.493]], "mulliken_charge": [-1.0348, 0.3747, -0.7593, 0.2187, 0.3364, 0.3645, 0.3091, -0.9047, -0.0085, -0.2920, 0.3229, 0.2923, 0.2756, 0.2805, 0.2246]}


{"formula": "C3H9N3O", "method": "the ωB97M-V functional and the def2-TZVPD basis", "total_charge": 0, "de_lowest_kj_mol": 755.6, "homo_ev": -7.9, "symbols": ["O", "C", "N", "C", "N", "C", "N", "H", "H", "H", "H", "H", "H", "H", "H", "H"], "coordinates": [[0.329, 0.723, -1.278], [-0.680, -0.329, -1.149], [-0.965, -0.998, -2.227], [-1.003, -0.657, 0.188], [-0.784, 0.143, 1.372], [0.720, 0.017, 1.840], [1.416, 1.128, 1.322], [-1.261, -1.955, -1.991], [2.700, -0.404, -1.798], [2.005, -0.426, -2.115], [-1.558, -1.592, 0.288], [-0.918, 1.155, 1.290], [0.615, 0.046, 3.001], [1.005, -0.967, 1.488], [2.101, 1.451, 1.933], [0.793, 0.813, -0.422]], "mulliken_charge": [-0.4861, 0.7168, -0.6225, -0.2812, -0.3720, -0.3327, -0.6551, 0.2322, 0.1462, -0.1680, 0.2893, 0.3630, 0.3138, 0.2686, 0.1740, 0.4135]}